C11H15N | the ωB97M-V functional and the def2-TZVPD basis

Last column: Löwdin charge in e.
Atoms and positions in Å:
N 1.91 0.15 0.47  -0.29
C -2.14 -1.44 -0.22  -0.07
C -1.13 0.84 -0.34  -0.18
C 1.09 0.21 -0.74  -0.36
C -2.35 1.51 0.07  -0.03
C -3.21 -0.82 0.40  -0.11
C 0.30 -1.04 -1.10  -0.09
C 3.28 -0.06 0.10  -0.13
C 1.37 -0.16 1.72  -0.09
C -3.27 0.58 0.54  -0.12
C 0.14 1.41 -0.83  -0.11
C -1.06 -0.64 -0.48  -0.17
H 1.93 0.28 -1.60  0.15
H 3.47 -1.11 -0.21  0.08
H 2.19 -0.21 2.45  0.08
H 3.53 0.41 -0.91  0.08
H 0.15 -1.12 -2.25  0.14
H -2.40 2.67 0.17  0.14
H 1.07 -1.28 1.65  0.10
H 0.50 2.27 -0.19  0.14
H -4.27 0.90 0.95  0.11
H -2.24 -2.56 -0.37  0.14
H -0.10 1.67 -1.89  0.14
H 4.06 0.44 0.78  0.11
H -3.99 -1.45 0.72  0.08
H 0.73 -2.01 -0.74  0.13
H 0.43 0.56 1.82  0.13

orbital gap: 8.64 eV
highest occupied orbital energy: -7.7 eV
energy relative to the best compared isomer or geometry (same formula, charge and spin): 68.17 kcal per mole
SMILES string: CN(C)C1Cc2ccccc2C1
multiplicity: 1



C14H9AuCoF5I2O4S | the ωB97M-V functional and the def2-TZVPD basis

Last column: Löwdin charge in e.
Atoms and positions in Å:
Au 0.28 -1.41 2.00  0.97
I -2.36 1.05 3.35  0.92
I -2.58 2.42 -1.06  1.16
Co -0.84 0.80 -0.97  -0.26
S -1.51 -0.38 0.87  0.42
F 4.39 4.23 -0.75  0.22
F 1.13 1.68 1.51  0.06
F 2.53 4.75 -2.75  0.24
F 3.65 2.66 1.39  0.21
F 0.22 3.34 -2.82  0.14
O 3.38 -1.10 2.41  0.31
O 1.65 -3.67 3.73  0.33
O 0.99 0.20 -3.23  0.29
O -2.40 -0.65 -2.98  0.26
C -1.81 -0.07 -2.16  -0.29
C 0.71 2.24 -0.75  -0.08
C 1.20 -2.87 3.03  -0.08
C -3.01 -2.21 2.19  -0.12
C 1.03 3.16 -1.75  -0.15
C 2.83 2.85 0.34  -0.04
C 2.27 -1.25 2.17  -0.12
C -1.93 -2.95 0.05  -0.06
C -2.65 -1.81 0.77  -0.88
C 1.53 2.29 0.36  -0.12
C -3.90 -1.34 0.03  -0.06
C 2.22 3.91 -1.72  0.03
C 0.36 0.42 -2.26  -0.07
C 3.16 3.69 -0.70  -0.06
H -4.32 -0.46 0.55  0.10
H -2.55 -3.85 0.06  0.13
H -3.67 -1.15 -1.04  0.07
H -3.51 -1.40 2.71  0.03
H -4.63 -2.17 0.08  0.14
H -3.71 -3.05 2.12  0.13
H -1.77 -2.70 -0.99  0.09
H -0.97 -3.18 0.54  0.06
H -2.14 -2.53 2.77  0.07

charge: +4
orbital gap (alpha / beta): 7.67 / 5.22 eV
highest occupied orbital energy (alpha / beta): -22.4 / -22.3 eV
energy relative to the best compared isomer or geometry (same formula, charge and spin): 3.63 kcal per mole
expectation value of S²: 12.051
multiplicity: 7



C36H49As3BrF10N4O2Ti | the ωB97M-V functional and the def2-TZVPD basis

Last column: Löwdin charge in e.
Atoms and positions in Å:
Br 0.09 1.26 -0.79  0.17
As -3.43 1.37 1.66  1.11
As -4.59 6.39 3.72  1.11
As -0.35 3.07 2.52  1.08
Ti 0.44 -1.31 -0.67  0.73
F 2.90 -6.48 -4.77  0.09
F 5.77 2.57 -3.14  0.08
F 4.44 1.83 1.30  0.04
F 0.35 -5.52 -4.53  0.10
F 2.65 -0.85 -2.18  0.02
F 5.88 3.10 -0.45  0.09
F 4.12 -4.10 -0.91  0.09
F 4.10 0.52 -3.98  0.09
F 4.76 -5.75 -2.88  0.10
F -0.36 -3.96 -2.52  0.08
O -1.29 -1.81 -0.44  -0.36
O -1.24 -0.54 -6.64  0.07
N 2.55 -0.38 0.33  -0.06
N 0.55 -1.63 1.77  -0.25
N 0.18 -1.24 -2.83  -0.06
N 1.44 -3.16 -0.54  -0.08
C 0.92 -4.38 -2.55  -0.17
C 5.07 2.12 -0.90  -0.16
C 1.35 -0.60 2.42  -0.21
C -2.23 -3.95 0.14  -0.05
C 0.44 -1.48 -5.20  0.02
C 4.30 1.42 0.01  -0.13
C -1.48 -0.31 -4.31  0.01
C -3.14 -2.55 -1.75  -0.06
C 1.28 -5.19 -3.61  -0.16
C -0.76 -0.78 -5.40  -0.30
C 5.03 1.86 -2.26  -0.17
C -4.01 3.23 1.95  -0.38
C 3.49 -5.33 -2.77  -0.15
C -2.41 4.46 0.44  -0.09
C 0.87 -1.68 -3.91  -0.10
C -0.91 -0.59 -3.09  -0.10
C 0.57 3.47 4.21  -0.35
C 2.56 -5.69 -3.74  -0.16
C -3.74 1.27 -0.27  -0.32
C 2.14 -3.30 0.75  -0.22
C -2.99 4.39 1.86  -0.67
C 2.69 -0.38 1.77  -0.24
C -1.86 4.28 2.90  -0.38
C -0.76 -1.63 2.41  -0.09
C 3.12 -4.50 -1.73  -0.14
C 1.82 -4.00 -1.54  -0.20
C -3.76 5.72 2.06  -0.40
C -2.49 -2.54 -0.38  -0.51
C -5.02 4.83 4.82  -0.37
C -3.02 6.96 4.74  -0.36
C -5.14 0.56 2.15  -0.35
C 0.75 4.27 1.43  -0.34
C 3.41 0.38 -0.36  -0.24
C 1.14 -2.99 1.85  -0.16
C 3.44 0.17 -1.75  -0.16
C 4.18 0.85 -2.68  -0.15
H -3.45 0.28 -0.61  -0.01
H 2.50 -4.33 0.89  0.12
H -5.21 -0.42 1.67  0.01
H 1.48 -0.86 3.49  0.12
H 3.07 0.56 2.18  0.10
H 0.77 0.32 2.38  0.06
H -3.15 -2.01 0.33  0.12
H -2.40 0.25 -4.42  0.12
H -1.86 3.56 0.16  0.02
H -4.14 -3.00 -1.69  0.08
H 0.31 -3.69 1.76  0.11
H 1.58 3.06 4.16  0.01
H 1.02 -1.85 -6.03  0.12
H -1.18 -0.63 2.36  0.05
H 0.60 5.32 1.71  0.02
H 0.54 4.12 0.38  -0.02
H -2.55 -3.12 -2.46  0.07
H -4.46 3.21 2.94  0.03
H -0.65 -0.90 -7.30  0.11
H -4.19 4.14 4.95  0.01
H -2.16 -3.98 1.23  0.06
H -4.83 3.42 1.25  0.08
H -5.19 0.41 3.23  0.01
H -3.25 -1.53 -2.13  0.06
H -1.30 -4.33 -0.26  0.07
H 1.60 -3.14 2.84  0.13
H -4.80 1.46 -0.49  0.03
H -5.30 5.24 5.80  0.01
H -2.37 6.13 5.00  0.01
H 3.00 -2.64 0.80  0.08
H -3.38 7.45 5.64  0.01
H 1.78 -2.22 -3.70  0.12
H -2.46 7.68 4.15  0.01
H -1.73 5.30 0.35  0.08
H 0.63 4.54 4.39  0.02
H 3.40 -1.15 2.12  0.11
H -1.43 -2.31 1.91  0.04
H -0.68 -1.94 3.47  0.10
H -3.09 6.55 1.81  0.06
H -5.97 1.18 1.82  0.02
H -4.57 5.76 1.32  0.05
H -3.11 1.99 -0.79  -0.01
H -3.22 4.59 -0.29  0.09
H -3.04 -4.62 -0.15  0.08
H -5.89 4.30 4.42  0.01
H 1.79 4.00 1.61  0.02
H 0.04 2.99 5.03  0.01
H -1.41 5.26 3.07  0.06
H -2.28 3.97 3.87  0.05

charge: -1
orbital gap (alpha / beta): 6.24 / 6.10 eV
highest occupied orbital energy (alpha / beta): -4.1 / -4.1 eV
energy relative to the best compared isomer or geometry (same formula, charge and spin): 7.60 kcal per mole
expectation value of S²: 2.011
multiplicity: 3



C8H30Ag2O19P2 | the ωB97M-V functional and the def2-TZVPD basis

Last column: Löwdin charge in e.
Atoms and positions in Å:
Ag 1.37 0.42 -4.02  1.01
Ag -1.63 1.65 -2.86  1.05
P -0.70 1.70 -5.55  -0.06
P 0.44 0.41 -1.35  0.22
O -0.56 2.89 -6.56  -0.18
O -3.28 2.17 -0.90  -0.09
O -0.21 -0.19 -2.57  -0.35
O 0.84 -3.10 2.16  -0.06
O 0.12 0.41 -5.79  -0.33
O 1.84 0.90 -1.99  -0.29
O 0.67 -0.60 -0.17  -0.34
O -2.06 1.42 -5.06  -0.30
O 2.27 -3.88 5.45  -0.07
O -0.79 2.65 1.37  -0.10
O -1.26 -2.52 -3.04  -0.06
O -0.26 -0.51 2.25  -0.12
O -5.84 3.34 -0.02  -0.07
O 1.13 -3.02 -1.12  -0.05
O -0.52 1.59 -1.08  -0.37
O 2.80 0.16 0.72  -0.10
O -1.61 -2.04 -0.27  -0.06
O -0.03 2.11 -4.27  -0.33
O 4.07 -0.56 -1.97  -0.12
C 1.41 -3.18 4.53  -0.25
C -0.15 0.80 2.88  -0.17
C 1.91 -3.23 3.11  -0.23
C -1.24 1.68 2.32  -0.22
C -4.82 4.11 -0.62  -0.22
C 3.73 -0.92 0.56  -0.20
C -3.47 3.38 -0.25  -0.25
C 4.66 -0.49 -0.62  -0.19
H 2.37 -4.20 2.92  0.12
H -0.72 2.18 0.53  -0.01
H -2.07 1.17 1.83  0.12
H -6.64 3.63 -0.47  0.08
H -1.46 -2.32 -1.17  -0.02
H -0.04 -0.40 1.32  0.00
H 5.09 0.51 -0.56  0.11
H -3.87 1.50 -0.56  0.11
H 0.39 -3.55 4.59  0.12
H -0.23 0.58 3.95  0.11
H -0.52 -3.13 -3.03  0.03
H 5.50 -1.18 -0.67  0.10
H -2.70 4.07 -0.59  0.12
H 0.88 1.09 2.65  0.12
H 1.21 -2.07 -1.07  -0.03
H 4.31 -1.22 1.43  0.10
H -0.83 -1.53 -0.04  -0.05
H -4.73 5.08 -0.12  0.11
H 1.97 -0.17 0.37  -0.06
H 3.22 -0.13 -1.86  -0.03
H -4.95 4.21 -1.69  0.12
H -0.87 -1.65 -3.02  -0.04
H -1.57 2.34 3.12  0.11
H 2.69 -2.48 2.96  0.11
H 0.81 -2.16 1.97  0.03
H 3.11 -1.79 0.33  0.10
H 1.46 -2.12 4.75  0.11
H 0.88 -3.30 -0.24  0.02
H 1.79 -3.81 6.28  0.07
H -3.32 3.34 0.83  0.12

charge: -1
orbital gap (alpha / beta): 9.17 / 5.20 eV
highest occupied orbital energy (alpha / beta): -7.2 / -7.1 eV
expectation value of S²: 3.781
multiplicity: 4